No. 1
{
  "formula": "C2N2O4",
  "method": "ωB97M-V with the def2-TZVPD basis set",
  "e_tot_ev": -13238.25561,
  "multiplicity": 1,
  "smiles": "N#CC(=O)O[N+](=O)[O-]",
  "total_charge": 0,
  "e_above_lowest_ev": 3.221,
  "homo_ev": -12.080,
  "elements": ["C", "C", "N", "N", "O", "O", "O", "O"],
  "coordinates": [[-1.34877, 0.77052, -1.34559], [-0.68265, -0.36587, -0.70025], [-1.81102, 1.67561, -1.86555], [1.29933, -0.19671, 1.36692], [-0.76802, -1.50996, -0.98810], [1.04607, -1.26002, 1.74346], [0.17538, 0.26112, 0.17098], [2.08969, 0.62532, 1.61812]],
  "nbo_charge": [0.1637, 0.7122, -0.2221, 0.7757, -0.4777, -0.2029, -0.5520, -0.1968]
}

=====

No. 2
{
  "formula": "C24H66Cl2N2O9P",
  "method": "ωB97M-V with the def2-TZVPD basis set",
  "e_tot_ev": -81691.83137,
  "multiplicity": 1,
  "total_charge": 1,
  "homo_ev": -11.298,
  "elements": ["C", "C", "Cl", "C", "Cl", "N", "C", "C", "O", "C", "C", "C", "C", "C", "N", "P", "O", "H", "H", "H", "H", "H", "H", "H", "H", "H", "H", "H", "H", "H", "H", "H", "H", "H", "H", "H", "H", "H", "H", "H", "H", "C", "C", "O", "H", "H", "H", "H", "H", "H", "C", "C", "O", "H", "H", "H", "H", "H", "H", "C", "C", "O", "H", "H", "H", "H", "H", "H", "C", "C", "O", "H", "H", "H", "H", "H", "H", "C", "C", "O", "H", "H", "H", "H", "H", "H", "C", "C", "O", "H", "H", "H", "H", "H", "H", "C", "C", "O", "H", "H", "H", "H", "H", "H"],
  "coordinates": [[1.54786, -4.23531, 1.98322], [0.49842, -3.19745, 1.60533], [-1.07547, -4.03852, 1.43017], [0.71199, -2.41782, 0.29305], [1.61891, -3.41788, -0.85419], [1.37076, -1.05925, 0.42809], [2.61019, -1.02583, 1.29487], [2.43086, -0.76881, 2.78507], [2.16558, 0.59527, 3.03589], [0.37312, 0.07377, 0.73440], [-0.70481, -0.12097, 1.78487], [-2.06002, -0.60680, 1.22931], [-3.12816, 0.49087, 1.23428], [-4.53978, -0.06834, 1.10123], [-5.06435, -0.37348, 2.44324], [1.99345, -0.53185, -1.24815], [3.37220, -0.92898, -1.50160], [1.39044, -5.15765, 1.43673], [1.42304, -4.45986, 3.03993], [2.55911, -3.86785, 1.83490], [0.36148, -2.53551, 2.44227], [-0.24735, -2.26012, -0.18590], [3.19319, -1.91988, 1.10178], [3.20247, -0.19410, 0.91234], [3.35282, -1.09337, 3.27120], [1.62539, -1.31076, 3.25813], [2.85677, 1.11764, 2.61683], [-0.12718, 0.26434, -0.21755], [1.00150, 0.93322, 0.94409], [-0.39715, -0.73083, 2.62475], [-0.86375, 0.87048, 2.20964], [-2.41988, -1.45193, 1.81166], [-1.95315, -0.93306, 0.19332], [-3.07518, 1.06857, 2.15908], [-2.90846, 1.19094, 0.42448], [-5.17509, 0.70132, 0.66832], [-4.52593, -0.95404, 0.46330], [-4.30610, -0.68029, 3.03984], [-5.70970, -1.14826, 2.36679], [1.83249, 0.84905, -1.15489], [0.99373, -0.99494, -2.09446], [-0.05645, 0.69452, 6.00453], [1.24613, 1.11190, 6.66540], [2.37270, 0.60549, 5.95671], [-0.11801, -0.39375, 5.94540], [-0.91931, 1.06156, 6.56185], [-0.11164, 1.09098, 4.98669], [1.31058, 0.70742, 7.67415], [1.30492, 2.20233, 6.72946], [2.33092, 0.95762, 5.06239], [-1.44945, 1.62961, -4.51360], [-1.37916, 0.48758, -3.52403], [-0.57241, 0.83018, -2.37625], [-0.44990, 1.90509, -4.84980], [-2.04251, 1.34687, -5.38249], [-1.90624, 2.51359, -4.06153], [-0.91318, -0.38270, -3.97851], [-2.37954, 0.20087, -3.18826], [-0.97112, 1.59908, -1.95502], [2.29173, 4.97738, 2.18112], [2.05910, 3.51369, 1.91088], [2.72382, 3.00860, 0.74185], [1.97790, 5.61061, 1.35118], [1.75406, 5.26633, 3.08214], [3.35419, 5.16353, 2.35161], [1.00023, 3.30566, 1.75470], [2.38778, 2.94762, 2.78756], [3.66524, 3.18802, 0.83340], [2.33361, 6.17862, 7.15297], [2.08448, 4.76925, 6.65347], [2.79376, 4.50358, 5.44008], [2.03964, 6.90768, 6.39763], [1.77114, 6.37500, 8.06573], [3.39382, 6.33012, 7.36689], [1.02878, 4.62136, 6.42743], [2.37616, 4.03987, 7.41545], [3.73079, 4.62011, 5.62307], [0.70593, -2.66350, -7.15501], [0.04260, -2.95586, -5.82450], [-1.03124, -2.05212, -5.54285], [1.08643, -1.64274, -7.17998], [1.53480, -3.34362, -7.34364], [-0.00740, -2.76765, -7.97470], [0.75273, -2.83545, -5.00555], [-0.32859, -3.98515, -5.79901], [-1.68096, -2.14490, -6.24586], [4.99532, -1.64187, -10.19360], [3.96304, -1.89692, -9.11234], [2.71139, -2.32226, -9.64539], [4.63088, -0.89225, -10.89566], [5.93434, -1.29164, -9.76375], [5.19941, -2.55548, -10.75622], [3.75256, -0.98067, -8.56181], [4.33652, -2.63990, -8.39818], [2.86008, -3.13724, -10.13364], [-8.02029, -1.41462, -1.27683], [-8.01727, -2.57347, -0.29834], [-7.31593, -2.25971, 0.90576], [-6.99862, -1.12252, -1.52357], [-8.53876, -1.68263, -2.19770], [-8.52182, -0.54522, -0.84579], [-7.50464, -3.43442, -0.72374], [-9.04210, -2.87320, -0.06102], [-7.76527, -1.51199, 1.31304]],
  "lowdin_charge": [-0.1399, -0.7228, 0.7038, -0.6591, 0.7787, -0.2728, -0.1127, -0.1906, -0.0798, -0.1495, -0.1458, -0.2048, -0.2059, -0.2847, 0.0090, 0.7840, -0.3552, 0.0688, 0.0928, 0.0693, 0.0589, 0.0780, 0.1213, 0.1216, 0.1447, 0.1088, 0.0776, 0.0843, 0.0964, 0.0948, 0.1182, 0.0895, 0.1034, 0.1142, 0.1093, 0.1056, 0.1067, 0.0570, 0.0409, 0.0565, 0.0343, -0.0830, -0.3007, -0.0842, 0.0738, 0.0770, 0.0586, 0.1173, 0.0804, 0.0362, -0.0746, -0.2872, -0.1569, 0.0813, 0.0814, 0.0764, 0.0814, 0.1158, 0.0841, -0.0761, -0.3184, -0.0929, 0.0821, 0.0717, 0.0820, 0.1150, 0.0879, 0.0891, -0.0836, -0.3280, -0.0953, 0.0772, 0.0786, 0.0765, 0.1107, 0.1046, 0.0852, -0.0929, -0.3086, -0.1018, 0.0770, 0.0712, 0.0799, 0.1037, 0.1099, 0.0860, -0.0912, -0.3312, -0.0943, 0.0771, 0.0749, 0.0738, 0.1091, 0.1073, 0.0835, -0.0906, -0.3124, -0.0990, 0.0681, 0.0754, 0.0746, 0.1113, 0.1115, 0.0797]
}

=====

No. 3
{
  "formula": "C29H31FIrNOPSi",
  "method": "ωB97M-V with the def2-TZVPD basis set",
  "e_tot_ev": -56826.71217,
  "multiplicity": 5,
  "total_charge": 1,
  "homo_ev": [-9.991, -11.836],
  "elements": ["Ir", "O", "N", "C", "C", "C", "C", "C", "C", "C", "P", "C", "C", "C", "C", "C", "C", "C", "C", "C", "C", "C", "C", "H", "H", "H", "H", "H", "H", "H", "H", "H", "H", "H", "H", "H", "H", "H", "H", "F", "C", "C", "C", "C", "C", "C", "H", "H", "H", "H", "C", "Si", "C", "C", "C", "H", "H", "H", "H", "H", "H", "H", "H", "H", "H", "H"],
  "coordinates": [[1.07221, 0.91202, -0.36826], [1.77226, 3.35874, 1.26949], [1.14577, 2.10382, 1.39498], [0.38871, 2.05227, 2.45970], [-0.41538, 0.98003, 2.94421], [-0.77009, 1.06117, 4.30811], [-1.47217, 0.06321, 4.93960], [-1.84044, -1.07870, 4.23426], [-1.56419, -1.16390, 2.88453], [-0.88898, -0.14252, 2.21616], [-0.94677, -0.16861, 0.40946], [-2.50216, 0.71145, 0.06039], [-2.82223, 0.97922, -1.27044], [-3.99013, 1.65181, -1.57713], [-4.84970, 2.04606, -0.56160], [-4.52020, 1.80847, 0.76292], [-3.33854, 1.16140, 1.07915], [-1.22031, -1.90330, -0.04733], [-0.22812, -2.81225, 0.32213], [-0.33932, -4.13795, -0.04577], [-1.43979, -4.56884, -0.77190], [-2.42824, -3.66835, -1.13163], [-2.31482, -2.33242, -0.78951], [2.60102, 3.24584, 0.78293], [0.44174, 2.92758, 3.09893], [-0.46749, 1.94091, 4.85611], [-1.74090, 0.16574, 5.97808], [-2.38225, -1.86908, 4.72630], [-1.90291, -2.02555, 2.32624], [-2.14489, 0.66487, -2.05485], [-4.23476, 1.86172, -2.60787], [-5.78004, 2.53490, -0.80510], [-5.18011, 2.13828, 1.55201], [-3.07747, 0.99927, 2.11361], [0.61636, -2.46571, 0.90187], [0.43950, -4.83454, 0.21992], [-1.52309, -5.60320, -1.06338], [-3.28468, -4.00403, -1.69366], [-3.07578, -1.62597, -1.08436], [-1.01689, 4.08983, -5.29121], [-0.50626, 3.43351, -4.24077], [0.07113, 2.18969, -4.43692], [0.56013, 1.49738, -3.34510], [0.49703, 2.04141, -2.06017], [-0.05358, 3.31520, -1.90170], [-0.55981, 4.01421, -2.98431], [0.13632, 1.78155, -5.43178], [0.99866, 0.52564, -3.51574], [-0.09355, 3.78423, -0.92883], [-0.98293, 4.99937, -2.87207], [5.44218, -0.16107, 0.21603], [3.92961, -1.25436, -0.16529], [3.22256, -1.99268, 1.45114], [4.46071, -2.72766, -1.28342], [2.62364, -0.34020, -1.22686], [6.26304, -0.79108, 0.54643], [5.25801, 0.56000, 1.00667], [5.78842, 0.38602, -0.65528], [4.02786, -2.20035, 2.14975], [2.71642, -2.93458, 1.26686], [2.52690, -1.32113, 1.95061], [5.22189, -3.30595, -0.77367], [4.87128, -2.38530, -2.22666], [3.62436, -3.38550, -1.49721], [2.03222, -1.07798, -1.77815], [3.14902, 0.29591, -1.94069]],
  "mulliken_spin": [2.3669, 0.0126, 0.0511, 0.0866, 0.0232, 0.0276, -0.0011, 0.0196, -0.0045, -0.0297, 0.3018, 0.0154, 0.0246, -0.0035, 0.0116, -0.0042, 0.0190, -0.0824, 0.0676, 0.0084, 0.0166, -0.0072, 0.0146, 0.0048, 0.0090, 0.0001, 0.0004, 0.0007, 0.0038, 0.0097, 0.0001, 0.0008, -0.0004, 0.0043, 0.0132, 0.0004, 0.0012, -0.0003, 0.0028, 0.0106, 0.0988, -0.0157, 0.0678, 0.2678, 0.0997, -0.0183, 0.0010, 0.0030, 0.0133, 0.0006, 0.0030, -0.0013, 0.0291, 0.0184, 0.3667, 0.0005, 0.0030, -0.0002, -0.0009, 0.0057, -0.0072, 0.0020, -0.0009, -0.0001, 0.0312, 0.0367]
}

=====

No. 4
{
  "formula": "C6H13N",
  "method": "ωB97M-V with the def2-TZVPD basis set",
  "e_tot_ev": -7918.02560,
  "multiplicity": 1,
  "smiles": "C=C(C)CC.C=N",
  "total_charge": 0,
  "e_above_lowest_ev": 4.808,
  "homo_ev": [-7.763, -8.067],
  "elements": ["C", "C", "C", "C", "N", "H", "H", "H", "H", "H", "H", "H", "C", "C", "H", "H", "H", "H", "H", "H"],
  "coordinates": [[-1.31719, 1.00570, -0.62511], [-0.53795, 0.18749, 0.38121], [-0.33768, -1.85485, -0.34114], [-1.03405, 0.08498, 1.63491], [-0.88592, -2.86754, 0.31811], [-0.82614, -2.72381, 1.32978], [-0.67040, -1.72259, -1.38748], [-2.31529, 0.57807, -0.76823], [-0.81050, 1.03082, -1.59227], [-1.45492, 2.03860, -0.29613], [-0.53835, -0.50236, 2.39936], [-1.99642, 0.50680, 1.90691], [1.84481, 0.89385, -0.96949], [1.18865, 0.71253, 0.37495], [1.79237, -0.00542, -1.58775], [2.90373, 1.15233, -0.83673], [1.39164, 1.72048, -1.52566], [1.16114, 1.64485, 0.93686], [1.67124, -0.06470, 0.97011], [0.77124, -1.81523, -0.32220]],
  "nbo_charge": [-0.6781, -0.0085, -0.0692, -0.3328, -0.6589, 0.3260, 0.1576, 0.2246, 0.2138, 0.2223, 0.1881, 0.1932, -0.6367, -0.3563, 0.2104, 0.2237, 0.2083, 0.2064, 0.2020, 0.1641]
}